No. 1
# C7H10N2O

The molecule C7H10N2O in a non-equilibrium geometry (ωB97M-V/def2-TZVPD, the OMol25 dataset).

Geometry as XYZ:
```
20
Properties=species:S:1:pos:R:3:forces:R:3
C -0.252 0.561 -0.768 1.00 -7.91 2.21
H 0.566 -0.910 3.235 -0.84 -1.44 -1.21
O 0.897 -0.951 -2.129 0.67 0.69 -2.28
C -0.817 2.668 0.293 0.43 2.20 2.41
N -0.632 0.510 1.554 0.19 2.24 -1.53
H -0.351 0.485 -3.048 -0.11 -0.27 0.47
N -0.202 -0.691 1.262 1.24 -2.62 -2.47
H -1.484 3.052 1.075 -0.06 -0.25 -0.05
H -1.138 3.144 -0.609 -0.21 -0.39 -0.86
C -0.632 1.223 0.349 -0.23 -0.08 0.49
H 1.104 -2.569 -1.113 1.04 -1.37 0.46
H 1.344 -1.917 1.953 -0.01 0.45 0.06
H -0.540 -2.303 -1.570 -1.81 -0.98 -0.89
C 0.028 -0.929 -0.068 -1.46 5.32 -1.19
H -0.174 -2.508 2.372 -0.61 0.32 0.82
C 0.368 -1.569 2.316 0.73 1.03 0.05
H 1.108 1.075 -2.230 0.33 -0.10 -0.61
H 0.154 3.149 0.562 -0.45 -0.22 -0.26
C 0.349 -1.864 -1.263 0.45 2.34 2.92
C 0.305 0.345 -2.173 -0.28 1.03 1.46
```
Forces are in eV/Å.

Computed properties:
* HOMO-LUMO gap: 8.852 eV
* total charge: 0
* energy relative to the best compared isomer or geometry (same formula, charge and spin): 4.516 eV
* SMILES string: Cc1nn(C)c2c1COC2

No. 2
# H12LiO6

A structure of composition H12LiO6 in a non-equilibrium geometry (ωB97M-V/def2-TZVPD, the OMol25 dataset).

Geometry as XYZ:
```
19
Properties=species:S:1:pos:R:3:forces:R:3
O -2.185 -0.956 0.654 -3.25 0.73 0.63
O 2.061 -0.685 0.076 -5.81 0.44 -0.02
H -1.344 -1.342 -2.041 3.40 -0.17 1.87
O 0.519 1.632 -2.475 1.13 0.71 -1.86
H 2.623 -0.081 0.406 3.15 3.31 1.73
H 1.219 1.943 -1.906 0.33 0.17 0.02
H -2.491 -1.499 1.437 0.62 0.80 -1.25
H 0.035 -1.200 -2.639 0.22 -0.06 1.98
H 0.625 2.024 0.771 1.60 1.29 1.59
H -0.079 1.262 -1.876 -1.32 -0.97 1.20
O 0.072 1.592 0.176 1.01 -3.18 -0.77
H 2.550 -1.375 -0.205 2.45 -3.75 -1.58
O -0.093 -0.314 2.553 0.26 2.11 -2.14
H -0.097 -1.055 3.112 0.57 -1.30 1.48
H -0.675 2.111 0.126 -2.77 1.85 -0.22
H -3.059 -0.420 0.446 2.75 -1.53 0.48
H 0.707 0.241 2.640 -0.57 -0.92 0.67
O -0.319 -1.326 -1.700 -3.65 0.38 -3.45
Li -0.066 -0.555 0.445 -0.14 0.07 -0.36
```
Forces are in eV/Å.

Computed properties:
* HOMO-LUMO gap: 10.680 eV
* total charge: +1
* energy relative to the best compared isomer or geometry (same formula, charge and spin): 1.825 eV

No. 3
# C6H17N4

A cluster of 2 separate species, C6H17N4 in total in a non-equilibrium geometry (ωB97M-V/def2-TZVPD, the OMol25 dataset).

Geometry as XYZ:
```
27
Properties=species:S:1:pos:R:3:forces:R:3
H -0.318 1.245 1.477 -0.67 -0.17 -0.72
H -1.453 1.934 0.294 0.02 -0.79 0.39
N -2.614 -0.873 -0.959 -1.65 2.13 -0.15
N -2.081 -0.142 -1.796 1.84 0.74 -0.51
H -4.085 0.321 0.071 0.63 0.84 -0.52
H 3.199 -0.653 2.801 -0.09 0.74 1.10
H -2.617 -1.859 -1.118 0.23 -0.73 -0.40
H -2.444 0.570 2.104 -0.65 0.29 1.16
H 0.245 -0.191 -3.007 2.11 0.37 1.74
H 1.945 0.519 -2.650 0.70 0.47 -0.93
H 1.826 1.757 0.577 -0.27 -0.38 0.67
C -3.258 -0.362 0.235 1.11 -1.19 2.75
H -3.815 -1.210 0.624 0.17 -0.29 0.37
N -0.293 0.462 -0.459 -4.29 -1.31 -1.83
C 1.181 -0.108 -2.272 -1.81 -2.44 -0.67
C -2.067 0.029 1.287 -0.11 -0.47 -3.64
C 0.841 0.470 -0.909 3.01 -0.05 0.13
H -1.481 -0.857 1.558 -0.71 -0.10 0.28
H 2.315 -0.121 0.398 0.20 2.30 -0.25
C 2.027 0.914 -0.072 -1.76 -2.51 0.62
H 2.698 1.271 -0.757 2.40 0.50 -1.46
H 4.452 -0.613 1.615 -1.91 -1.28 1.27
H -2.057 0.911 -1.622 -0.81 -1.82 0.22
C -1.016 0.951 0.626 1.13 2.54 2.46
H 3.668 -2.078 2.166 0.44 0.08 -0.02
H 1.633 -1.199 -2.212 -0.87 2.21 0.19
N 3.567 -1.088 2.001 1.61 0.33 -2.26
```
Forces are in eV/Å.

Computed properties:
* HOMO-LUMO gap (alpha / beta): 7.655 / 7.654 eV
* total charge: +1
* energy relative to the best compared isomer or geometry (same formula, charge and spin): 2.080 eV

No. 4
# C3H9NS

A cluster of 2 separate species, C3H9NS in total in a non-equilibrium geometry (ωB97M-V/def2-TZVPD, the OMol25 dataset).

Geometry as XYZ:
```
14
Properties=species:S:1:pos:R:3:forces:R:3
H -0.886 -0.894 1.483 1.39 -0.24 -1.46
H 2.996 -0.373 0.507 -0.62 0.09 0.36
H -0.326 -1.599 -0.179 -0.76 -0.68 -0.15
H 0.742 0.943 0.754 -0.26 0.95 2.07
C 2.005 -0.763 0.811 0.57 -0.93 -0.04
C -0.504 -0.718 0.417 -0.13 1.13 1.07
C 0.845 0.013 0.267 -0.30 0.77 -0.73
H -0.803 1.974 0.598 -1.96 -2.76 -1.47
H 1.996 -1.808 0.473 -0.08 0.19 -0.21
H 1.576 1.421 -1.067 -0.35 -0.82 0.02
H 0.207 0.725 -1.543 -2.23 0.45 -1.08
H 1.897 -0.837 1.897 0.32 0.25 -0.01
N 1.038 0.543 -1.095 3.13 -1.05 0.41
S -1.796 0.341 -0.265 1.27 2.66 1.23
```
Forces are in eV/Å.

Computed properties:
* HOMO-LUMO gap: 7.707 eV
* total charge: 0
* energy relative to the best compared isomer or geometry (same formula, charge and spin): 3.350 eV

no.,DFT total energy (a.u.)
1,-457.342829
2,-465.994056
3,-457.453149
4,-572.516996